Density functional theory data (the ωB97M-V functional and the def2-TZVPD basis) for a 2-piece molecular cluster, C4H11NO2 overall.

XYZ file:
```
18
Properties=species:S:1:pos:R:3:forces:R:3:lowdin_charge:R:1
C -2.22204 -1.57102 -2.24463 -1.8 1.9 1.5 0.0179
C -1.45997 -1.23581 -1.03541 1.8 1.5 2.4 -0.5622
O -1.87694 -0.49914 -0.16130 -0.2 -0.8 -0.5 0.0582
O -0.18324 -1.71226 -0.98719 0.6 -0.6 0.6 0.0472
H -2.99908 -2.24349 -1.96393 -0.3 -1.1 -0.1 0.0909
H -1.64210 -1.80642 -3.04708 1.4 -1.2 -2.1 0.0537
H -2.79516 -0.66101 -2.46859 0.3 -0.1 -0.1 0.1060
H 0.37508 -1.57178 -0.13126 -1.7 0.4 -1.6 0.1342
C 1.06413 2.01605 1.75803 -2.4 3.1 1.2 -0.1461
C 0.90839 0.90568 0.78870 -0.7 0.2 -1.4 -0.3237
N 1.96361 -0.14718 0.89511 -4.0 2.1 -8.5 0.0295
H 0.29341 1.98020 2.58989 1.0 -0.2 -0.7 0.0869
H 0.89199 3.08129 1.36010 0.1 -1.6 0.0 0.0925
H 2.00483 2.10019 2.20016 1.7 -0.2 0.8 0.0344
H -0.11413 0.52131 0.98236 0.8 -0.4 -0.4 0.0747
H 0.80003 1.41307 -0.27885 0.8 -1.7 1.9 0.1514
H 2.38156 -0.41739 1.63664 2.9 -1.6 6.8 -0.0275
H 2.60961 -0.15227 0.10724 -0.4 0.1 0.4 0.0821
```
Positions in Å, forces in eV/Å.

Summary:
LUMO energy: 0.033 Ha
frontier orbital gap: 0.375 Ha
E_HOMO: -9.3 eV
SMILES string: CC(=O)O.CCN
energy relative to the best compared isomer or geometry (same formula, charge and spin): 1.794 eV